Entry 1:
Here is C5H6IN in the gas phase from the OMol25 dataset. Energies are from ωB97M-V/def2-TZVPD.

The highest occupied orbital energy (spin up / spin down) comes out at -8.40 / -8.35 eV. As for the total charge: 0. The frontier orbital gap (spin up / spin down) comes out at 6.853 / 6.904 eV. Its electronic energy is -546.38288 Eh. Its LUMO energy (spin up / spin down) is -1.548 / -1.447 eV.

```
13
C5H6IN (ωB97M-V/def2-TZVPD)
C -0.123 0.808 -0.078
C 1.215 1.105 -0.093
C -0.595 -0.588 0.001
C 2.217 0.347 -0.773
C -2.011 -0.642 0.364
N 0.165 -1.529 -0.415
I 3.956 -0.055 0.239
H -0.679 1.713 0.099
H 1.706 2.118 0.171
H 1.083 -1.320 -0.748
H -2.261 -1.722 0.331
H -2.656 -0.180 -0.468
H -2.016 -0.055 1.369
```

Entry 2:
Here is C5H6INO2S in the gas phase from the OMol25 dataset. Energies are from ωB97M-V/def2-TZVPD.

The highest occupied orbital energy comes out at -8.80 eV. As for the total charge: 0. The frontier orbital gap comes out at 8.239 eV. Its electronic energy is -1095.09179 Eh. Its LUMO energy is -0.560 eV.

```
16
C5H6INO2S (ωB97M-V/def2-TZVPD)
C -0.482 -0.397 0.299
C 0.560 0.367 -0.060
C -1.438 -0.711 -0.789
C -1.064 -0.871 1.609
C 1.678 0.981 0.638
N -0.336 -0.033 -2.597
O -2.516 -1.086 -0.825
O -0.170 2.229 -1.554
S 0.608 1.029 -1.878
I 0.746 -1.669 -2.973
H -0.957 -1.973 1.479
H -2.111 -0.628 1.765
H -0.579 -0.640 2.504
H 1.482 1.745 1.388
H 2.206 1.434 -0.184
H 2.374 0.224 1.176
```

Entry 3:
Here is a molecular structure, C5H6Li2MgO4 from the OMol25 dataset. Energies are from ωB97M-V/def2-TZVPD.

The highest occupied orbital energy (spin up / spin down) comes out at -14.10 / -14.10 eV. As for the total charge: +2. The frontier orbital gap (spin up / spin down) comes out at 4.494 / 4.495 eV. Its electronic energy is -709.69318 Eh. Its LUMO energy (spin up / spin down) is -9.609 / -9.610 eV.

```
18
C5H6Li2MgO4 (ωB97M-V/def2-TZVPD)
O 2.193 -0.924 -1.064
C 1.883 -0.175 -0.123
O 2.531 0.945 -0.084
Mg 1.717 2.254 -1.305
Li 2.559 1.240 1.955
O -0.130 1.663 -1.280
Li 1.487 -2.060 -2.336
C -0.531 0.575 -0.792
O -1.831 0.460 -0.783
C -2.486 -0.742 -0.377
H -3.534 -0.475 -0.213
H -2.437 -1.493 -1.174
H -2.070 -1.148 0.551
C 0.489 -0.265 0.455
C 0.342 0.400 1.791
H 0.181 -1.314 0.517
H -0.117 -0.270 2.528
H -0.247 1.329 1.732
```

Entry 4:
Here is a molecular structure, C5H6N from the OMol25 dataset. Energies are from ωB97M-V/def2-TZVPD.

The highest occupied orbital energy comes out at -15.19 eV. As for the total charge: +1. The frontier orbital gap comes out at 8.390 eV. Its electronic energy is -248.43613 Eh. Its LUMO energy is -6.803 eV.

```
12
C5H6N (ωB97M-V/def2-TZVPD)
C 0.986 -1.117 -0.047
C 1.155 1.035 0.033
C -1.157 0.299 -0.563
C -0.356 -0.860 0.241
C -0.615 0.670 0.676
N 1.798 -0.041 -0.089
H 1.464 -2.208 -0.229
H 1.427 2.095 0.085
H -0.565 0.548 -1.565
H -2.218 0.230 -0.721
H -0.921 -1.753 0.552
H -0.997 1.100 1.628
```

Entry 5:
Here is a molecular structure, C5H6N from the OMol25 dataset. Energies are from ωB97M-V/def2-TZVPD.

The highest occupied orbital energy (spin up / spin down) comes out at -14.59 / -14.90 eV. As for the total charge: +1. The frontier orbital gap (spin up / spin down) comes out at 6.906 / 8.352 eV. Its electronic energy is -248.42456 Eh. Its LUMO energy (spin up / spin down) is -7.684 / -6.552 eV.

```
12
C5H6N (ωB97M-V/def2-TZVPD)
C -1.683 0.067 0.151
C -2.005 -0.721 -0.910
C -1.168 -1.182 -1.823
C -0.012 -0.620 -1.128
C 0.720 0.617 0.936
N -0.309 0.017 0.041
H -2.188 0.776 0.880
H -1.275 -1.514 -2.835
H 1.039 -1.005 -1.230
H 0.797 1.693 0.533
H 0.429 0.338 1.979
H 1.700 0.125 0.591
```

Entry 6:
Here is a gas-phase ion, C5H6N (charge +1) from the OMol25 dataset. Energies are from ωB97M-V/def2-TZVPD.

The highest occupied orbital energy (spin up / spin down) comes out at -16.22 / -16.22 eV. Its structure (SMILES) is C1#[N+]C[C@H]2C[C@@H]12. As for the total charge: +1. The frontier orbital gap (spin up / spin down) comes out at 8.148 / 8.148 eV. Its electronic energy is -248.41773 Eh. Its LUMO energy (spin up / spin down) is -8.072 / -8.071 eV.

```
12
C5H6N (ωB97M-V/def2-TZVPD)
C -1.813 0.977 0.085
N -2.075 -0.150 -0.263
C -1.011 -1.154 0.001
C 0.177 -0.188 0.406
C 0.598 0.820 -0.620
C -0.382 1.297 0.357
H -1.289 -1.854 0.739
H -0.822 -1.457 -1.052
H 0.789 -0.726 1.161
H 0.236 0.440 -1.521
H 1.651 1.220 -0.583
H 0.043 2.069 0.920
```

Entry 7:
Here is a gas-phase ion, C5H6N (charge +1) from the OMol25 dataset. Energies are from ωB97M-V/def2-TZVPD.

The highest occupied orbital energy comes out at -14.87 eV. Its structure (SMILES) is C1=CC1[NH+]1C=C1. As for the total charge: +1. The frontier orbital gap comes out at 10.938 eV. Its electronic energy is -248.39396 Eh. Its LUMO energy is -3.931 eV.

```
12
C5H6N (ωB97M-V/def2-TZVPD)
C 1.222 1.388 0.604
C 1.321 0.321 1.375
C 0.731 0.092 -0.021
N -0.746 -0.069 -0.130
C -1.292 -1.363 -0.521
C -1.368 -0.455 -1.375
H 1.239 2.473 0.513
H 1.820 -0.329 1.998
H 1.355 -0.447 -0.807
H -1.081 0.704 0.592
H -1.285 -2.415 -0.344
H -1.298 0.016 -2.329
```

Entry 8:
Here is a gas-phase ion, C5H6N (charge +1) from the OMol25 dataset. Energies are from ωB97M-V/def2-TZVPD.

The highest occupied orbital energy comes out at -13.90 eV. As for the total charge: +1. The frontier orbital gap comes out at 7.608 eV. Its electronic energy is -248.33071 Eh. Its LUMO energy is -6.291 eV.

```
12
C5H6N (ωB97M-V/def2-TZVPD)
C -0.059 0.414 -1.496
C 0.511 -0.440 -0.562
C -1.025 1.463 -1.122
C -1.581 1.910 -0.043
C -0.018 -0.207 0.658
N 0.515 -0.898 1.832
H 0.028 0.323 -2.596
H 1.128 -1.193 -0.963
H -1.267 2.004 -2.067
H 0.536 -0.276 2.638
H 1.361 -1.347 1.674
H -0.130 -1.752 2.047
```

Entry 9:
Here is a gas-phase ion, C5H6N (charge +1) from the OMol25 dataset. Energies are from ωB97M-V/def2-TZVPD.

The highest occupied orbital energy comes out at -15.07 eV. As for the total charge: +1. The frontier orbital gap comes out at 7.282 eV. Its electronic energy is -248.47594 Eh. Its LUMO energy is -7.789 eV.

```
12
C5H6N (ωB97M-V/def2-TZVPD)
C -0.217 1.283 0.046
C 0.607 0.041 0.058
C 2.037 0.291 -0.011
C -1.765 -0.294 0.008
C -0.528 -1.022 0.038
N -1.465 1.096 -0.040
H 0.189 2.280 0.045
H 2.743 -0.491 -0.247
H 2.377 1.301 0.137
H -2.400 -0.608 -0.841
H -2.434 -0.498 0.864
H -0.382 -2.088 0.033
```

Entry 10:
Here is a gas-phase ion, C5H6N (charge +1) from the OMol25 dataset. Energies are from ωB97M-V/def2-TZVPD.

The highest occupied orbital energy (spin up / spin down) comes out at -14.69 / -14.69 eV. Its structure (SMILES) is C=C=C[N+]#CC. As for the total charge: +1. The frontier orbital gap (spin up / spin down) comes out at 8.484 / 8.484 eV. Its electronic energy is -248.42055 Eh. Its LUMO energy (spin up / spin down) is -6.208 / -6.208 eV.

```
12
C5H6N (ωB97M-V/def2-TZVPD)
C -0.683 1.510 -0.018
C -1.676 0.662 0.190
C -1.988 -0.637 -0.039
N -0.718 -1.286 -0.052
C 0.325 -0.741 0.016
C 1.729 -0.623 0.016
H -0.242 1.692 -0.986
H -0.360 2.349 0.647
H -2.798 -1.310 -0.079
H 2.190 -0.501 -1.068
H 2.239 -1.315 0.689
H 1.982 0.200 0.682
```

Entry 11:
Here is a molecular structure, C5H6N from the OMol25 dataset. Energies are from ωB97M-V/def2-TZVPD.

The highest occupied orbital energy comes out at -15.13 eV. As for the total charge: +1. The frontier orbital gap comes out at 10.074 eV. Its electronic energy is -248.34537 Eh. Its LUMO energy is -5.052 eV.

```
12
C5H6N (ωB97M-V/def2-TZVPD)
C 0.616 -1.141 -0.255
C 1.255 -2.242 -0.302
C 1.710 -0.255 0.350
C 0.867 0.766 0.219
C -1.569 0.239 0.182
N -0.186 0.011 -0.448
H 2.718 -0.393 0.610
H 0.890 1.820 0.354
H -2.214 -0.658 0.439
H -1.523 1.014 0.957
H -2.114 0.685 -0.667
H -0.449 0.154 -1.440
```

Entry 12:
Here is a gas-phase ion, C5H6N (charge +1) from the OMol25 dataset. Energies are from ωB97M-V/def2-TZVPD.

The highest occupied orbital energy (spin up / spin down) comes out at -14.79 / -14.79 eV. As for the total charge: +1. The frontier orbital gap (spin up / spin down) comes out at 7.645 / 7.647 eV. Its electronic energy is -248.31311 Eh. Its LUMO energy (spin up / spin down) is -7.147 / -7.145 eV.

```
12
C5H6N (ωB97M-V/def2-TZVPD)
C -0.140 -0.373 -0.241
C 1.351 -1.311 -0.316
C 1.957 0.931 0.180
C -1.400 0.265 -0.567
C -1.334 -0.844 0.517
N 1.204 -0.063 0.135
H 3.147 0.858 0.025
H 1.453 1.924 0.264
H -1.546 1.278 -0.357
H -2.079 -0.117 -1.371
H -1.462 -1.834 0.166
H -1.152 -0.714 1.565
```

Entry 13:
Here is 2 unconnected molecules or ions with the total composition C5H6N from the OMol25 dataset. Energies are from ωB97M-V/def2-TZVPD.

The highest occupied orbital energy (spin up / spin down) comes out at -14.22 / -14.23 eV. As for the total charge: +1. The frontier orbital gap (spin up / spin down) comes out at 6.766 / 6.774 eV. Its electronic energy is -248.33718 Eh. Its LUMO energy (spin up / spin down) is -7.457 / -7.453 eV.

```
12
C5H6N (ωB97M-V/def2-TZVPD)
C 2.299 0.045 -0.078
C 1.077 0.527 -0.151
C -3.086 -0.118 -0.024
C 3.414 -0.561 -0.042
C -0.093 0.875 -0.014
N -2.064 -0.810 -0.141
H -3.307 0.855 0.264
H -4.146 -0.441 -0.183
H 3.607 -1.462 0.461
H 4.296 -0.305 -0.416
H -1.096 -0.221 0.156
H -0.902 1.616 0.167
```

Entry 14:
Here is a gas-phase ion, C5H6N (charge +1) from the OMol25 dataset. Energies are from ωB97M-V/def2-TZVPD.

The highest occupied orbital energy comes out at -15.16 eV. Its structure (SMILES) is C/C=C/[N+]1=C=C1. As for the total charge: +1. The frontier orbital gap comes out at 8.362 eV. Its electronic energy is -248.37230 Eh. Its LUMO energy is -6.797 eV.

```
12
C5H6N (ωB97M-V/def2-TZVPD)
C 0.181 -0.741 -1.936
C -0.001 -0.056 -0.637
C 0.760 -0.080 0.482
N 0.119 0.388 1.578
C -0.345 0.066 2.739
C -0.834 1.216 2.114
H -0.115 -1.691 -1.758
H 1.275 -0.945 -2.114
H -0.280 -0.143 -2.671
H -1.030 0.442 -0.480
H 1.566 -0.631 0.766
H -1.295 2.175 1.917
```

Entry 15:
Here is a gas-phase ion, C5H6N (charge +1) from the OMol25 dataset. Energies are from ωB97M-V/def2-TZVPD.

The highest occupied orbital energy comes out at -14.38 eV. Its structure (SMILES) is C1=C(C2=[NH+]C2)C1. As for the total charge: +1. The frontier orbital gap comes out at 9.331 eV. Its electronic energy is -248.40248 Eh. Its LUMO energy is -5.046 eV.

```
12
C5H6N (ωB97M-V/def2-TZVPD)
C -2.025 0.731 0.302
C -0.770 0.489 0.644
C 0.574 0.230 0.398
N 1.349 -0.800 0.492
C 1.978 0.326 -0.179
C -1.578 -0.321 -0.497
H -2.929 1.322 0.643
H 1.655 -1.564 1.066
H 2.086 0.229 -1.335
H 2.755 0.860 0.385
H -2.042 -1.287 -0.459
H -1.055 -0.217 -1.461
```

Entry 16:
Here is a gas-phase ion, C5H6N (charge +1) from the OMol25 dataset. Energies are from ωB97M-V/def2-TZVPD.

The highest occupied orbital energy (spin up / spin down) comes out at -13.84 / -13.84 eV. Its structure (SMILES) is C1=CC=[NH+]CC=1. As for the total charge: +1. The frontier orbital gap (spin up / spin down) comes out at 7.894 / 7.891 eV. Its electronic energy is -248.45051 Eh. Its LUMO energy (spin up / spin down) is -5.944 / -5.948 eV.

```
12
C5H6N (ωB97M-V/def2-TZVPD)
C -0.636 -0.064 1.319
C 0.695 0.093 1.414
C 1.307 0.414 0.228
N 0.799 0.055 -0.889
C -0.728 -0.439 -0.867
C -1.624 -0.034 0.431
H 1.142 0.182 2.428
H 2.373 0.610 0.144
H 1.232 0.267 -1.783
H -0.735 -1.508 -1.363
H -1.275 0.070 -1.596
H -2.550 0.355 0.534
```

Entry 17:
Here is 2 unconnected molecules or ions with the total composition C5H6N from the OMol25 dataset. Energies are from ωB97M-V/def2-TZVPD.

The highest occupied orbital energy comes out at -14.07 eV. As for the total charge: +1. The frontier orbital gap comes out at 8.643 eV. Its electronic energy is -248.44550 Eh. Its LUMO energy is -5.432 eV.

```
12
C5H6N (ωB97M-V/def2-TZVPD)
C 2.695 1.415 -0.090
C 0.901 -1.502 0.120
C -2.776 0.281 -0.336
C 0.801 -0.187 -0.079
C -2.406 1.236 0.282
N 1.858 0.629 -0.077
H 3.492 2.117 -0.083
H 0.011 -2.109 0.105
H 1.834 -2.011 0.305
H -3.138 -0.538 -0.887
H -0.157 0.316 -0.267
H -2.109 2.075 0.841
```

Entry 18:
Here is a gas-phase ion, C5H6N (charge +1) from the OMol25 dataset. Energies are from ωB97M-V/def2-TZVPD.

The highest occupied orbital energy (spin up / spin down) comes out at -12.61 / -15.21 eV. As for the total charge: +1. The frontier orbital gap (spin up / spin down) comes out at 7.377 / 8.117 eV. As for the expectation value of S²: 2.05. As for the multiplicity: 3. Its electronic energy is -248.23015 Eh. Its LUMO energy (spin up / spin down) is -5.228 / -7.093 eV.

```
12
C5H6N (ωB97M-V/def2-TZVPD)
C -0.497 -1.672 -1.065
C -0.810 -0.337 -0.749
C 1.311 -0.728 -0.494
C -0.308 0.898 0.813
C -1.444 0.025 0.405
N 0.459 0.465 -0.447
H 1.374 -1.076 0.448
H 2.060 -0.870 -1.183
H -0.740 1.941 1.037
H 0.257 0.435 1.529
H -2.341 -0.360 0.638
H 0.680 1.277 -0.933
```

Entry 19:
Here is C5H6N2 in the gas phase from the OMol25 dataset. Energies are from ωB97M-V/def2-TZVPD.

The highest occupied orbital energy comes out at -10.60 eV. Its structure (SMILES) is N#C[C@H]1CCC=N1. As for the total charge: 0. The frontier orbital gap comes out at 11.424 eV. Its electronic energy is -303.60878 Eh. Its LUMO energy is 0.823 eV.

```
13
C5H6N2 (ωB97M-V/def2-TZVPD)
N -1.935 2.128 -0.788
C -1.388 1.404 -0.069
C -0.691 0.419 0.781
C -0.504 -0.904 0.010
C 0.800 -0.616 -0.739
C 1.460 0.303 0.263
N 0.681 0.888 1.082
H -1.256 0.313 1.711
H -1.351 -1.168 -0.625
H -0.343 -1.705 0.739
H 1.384 -1.499 -1.006
H 0.609 -0.048 -1.661
H 2.533 0.485 0.301
```